[1]
This record from the OMol25 dataset describes a cluster of 3 separate species, C24H33Cl2NO5S in total. The level of theory is ωB97M-V/def2-TZVPD.

## Properties
E_LUMO in eV: -1.71
Gap between HOMO and LUMO in eV: 7.052
SMILES string: CCCCCCN[C@H](S)COC[C@@H](Cl)[C@@H](C)Cl.O=C1C=CC(=O)C=C1.O=C1C=CC(=O)C=C1
Highest occupied orbital energy in eV: -8.759

XYZ file:
```
66
Properties=species:S:1:pos:R:3:forces:R:3:lowdin_charge:R:1
C 4.537 2.716 0.123 0.0 0.0 -0.4 -0.110
C 5.094 1.761 -0.944 0.0 -0.3 0.6 -0.246
C 5.089 0.274 -0.519 -0.1 0.2 -0.1 -0.213
C 4.445 -0.647 -1.556 -0.1 -0.1 0.4 -0.214
C 2.917 -0.660 -1.458 0.3 0.2 -0.1 -0.209
C 2.431 -1.496 -0.285 0.1 -0.2 -0.1 -0.275
N 0.977 -1.644 -0.162 0.2 0.4 -0.1 -0.062
C 0.194 -0.389 -0.038 -0.1 -0.7 0.1 -0.636
S 1.000 0.874 0.963 0.3 0.4 -0.1 0.830
C -1.196 -0.723 0.517 0.1 -0.2 0.0 -0.218
O -2.157 -0.622 -0.536 0.1 0.2 -0.2 -0.182
C -3.436 -0.274 -0.090 -0.2 -0.3 0.0 -0.244
C -3.617 1.179 0.378 -0.1 0.1 -0.1 -0.655
Cl -3.652 1.242 2.162 0.1 0.1 0.2 0.633
C -2.638 2.140 -0.323 0.1 0.4 0.0 -0.727
C -3.338 2.849 -1.477 0.4 -0.2 -0.2 -0.119
Cl -1.918 3.392 0.738 -0.1 0.0 0.0 0.595
H 4.627 2.289 1.119 0.0 0.0 0.1 0.065
H 3.487 2.934 -0.061 -0.1 -0.1 0.1 0.054
H 5.065 3.668 0.099 0.0 0.1 0.1 0.062
H 6.123 2.048 -1.147 0.0 0.0 -0.3 0.096
H 4.512 1.853 -1.859 0.1 0.2 -0.2 0.097
H 6.108 -0.060 -0.325 0.1 0.0 0.0 0.105
H 4.559 0.192 0.431 -0.1 -0.1 0.1 0.089
H 4.763 -0.329 -2.548 0.0 -0.1 -0.1 0.108
H 4.805 -1.668 -1.406 0.1 -0.1 -0.1 0.106
H 2.502 -1.069 -2.382 -0.2 0.0 -0.1 0.109
H 2.587 0.378 -1.358 -0.2 0.0 -0.1 0.090
H 2.828 -2.505 -0.421 0.0 -0.1 0.1 0.119
H 2.843 -1.137 0.654 -0.1 0.1 0.1 0.082
H 0.695 -2.071 -1.040 -0.3 -0.2 0.1 0.097
H 0.012 0.045 -1.022 0.2 0.4 0.0 0.089
H 0.537 0.455 2.144 0.0 -0.1 0.0 -0.144
H -1.161 -1.757 0.864 -0.1 -0.1 0.1 0.133
H -1.467 -0.089 1.358 0.0 0.1 -0.1 0.053
H -3.746 -0.932 0.724 -0.1 -0.1 0.1 0.116
H -4.118 -0.459 -0.919 0.0 0.0 -0.2 0.123
H -4.619 1.478 0.086 -0.1 0.1 0.1 0.092
H -1.777 1.599 -0.699 -0.1 -0.2 0.1 0.072
H -2.603 3.158 -2.216 0.0 0.1 0.0 0.081
H -4.034 2.174 -1.977 -0.1 0.0 0.0 0.081
H -3.857 3.732 -1.118 -0.2 0.0 0.0 0.073
O -1.051 -0.782 8.827 0.0 0.0 0.0 0.112
C -0.986 -0.655 7.624 0.0 0.0 0.0 -0.384
C 0.238 -1.043 6.875 0.0 0.0 0.0 0.025
C 0.311 -0.902 5.554 0.0 0.0 0.0 0.029
C -0.828 -0.354 4.776 0.0 0.0 0.2 -0.354
O -0.763 -0.227 3.572 0.0 -0.1 0.1 0.053
C -2.051 0.034 5.522 0.0 0.0 0.0 0.028
C -2.124 -0.106 6.843 0.0 0.0 0.0 0.027
H 1.053 -1.441 7.465 0.0 0.0 0.0 0.123
H 1.190 -1.178 4.985 0.0 0.0 0.0 0.125
H -2.865 0.431 4.931 0.0 0.0 0.0 0.096
H -3.003 0.169 7.410 0.0 0.0 0.0 0.124
O -4.397 -0.691 -5.075 0.0 0.0 0.0 0.107
C -3.243 -1.055 -4.998 0.0 0.0 0.0 -0.380
C -2.542 -1.654 -6.164 0.0 0.0 0.0 0.021
C -1.276 -2.054 -6.078 0.0 0.0 0.0 0.021
C -0.511 -1.917 -4.811 0.0 0.0 0.0 -0.379
O 0.643 -2.280 -4.728 0.0 0.0 0.0 0.105
C -1.213 -1.320 -3.651 0.0 0.0 0.0 0.034
C -2.477 -0.920 -3.735 0.0 0.0 -0.1 0.034
H -3.120 -1.743 -7.075 0.0 0.0 0.0 0.122
H -0.745 -2.493 -6.912 0.0 0.0 0.0 0.122
H -0.645 -1.229 -2.735 0.0 0.0 0.0 0.093
H -2.996 -0.484 -2.894 0.0 0.0 0.0 0.097
```
Forces are in eV/Å.

***

[2]
This record from the OMol25 dataset describes a cluster of 4 separate species, C10H14ClN3O3 in total in a non-equilibrium geometry. The level of theory is ωB97M-V/def2-TZVPD.

## Properties
E_LUMO in eV: 0.60
Gap between HOMO and LUMO in eV: 11.155
SMILES string: O=COCCC(=O)Cl.CC#N.CC#N.CC#N
Highest occupied orbital energy in eV: -10.553

XYZ file:
```
31
Properties=species:S:1:pos:R:3:forces:R:3:lowdin_charge:R:1
O 1.388 -1.092 1.186 -0.3 0.3 -0.4 0.071
C 0.888 -0.741 0.148 0.7 -0.6 0.8 -0.417
O 0.602 0.564 -0.081 -0.3 0.0 0.4 -0.045
C -0.778 0.856 -0.329 0.1 -0.1 -0.1 -0.179
C -1.750 0.276 0.700 0.0 0.0 -0.9 -0.120
C -2.653 -0.828 0.199 -1.8 -0.2 0.9 -0.744
O -3.780 -0.965 0.601 1.5 0.0 -0.6 0.033
Cl -2.039 -1.954 -1.035 0.1 0.2 0.1 0.702
H 0.740 -1.446 -0.667 -0.5 0.2 -0.2 0.082
H -0.848 1.930 -0.298 0.1 0.3 0.0 0.126
H -1.050 0.548 -1.331 0.0 -0.2 -0.3 0.105
H -2.445 1.048 0.990 -0.3 0.3 0.2 0.120
H -1.246 -0.040 1.603 0.2 -0.3 0.2 0.135
C 4.205 0.198 1.213 0.2 0.0 0.1 -0.066
C 5.294 0.514 0.301 -0.5 0.0 0.1 -0.274
N 6.084 0.765 -0.488 0.5 0.1 -0.3 0.126
H 3.720 -0.714 0.885 -0.1 -0.1 0.0 0.058
H 4.582 0.056 2.223 0.0 0.0 0.0 0.086
H 3.477 1.006 1.212 0.0 0.0 0.0 0.086
C -6.880 0.168 2.180 0.0 0.0 0.0 -0.070
C -6.246 1.357 1.627 -0.1 -0.4 0.1 -0.294
N -5.728 2.277 1.187 0.2 0.4 -0.2 0.124
H -7.437 -0.346 1.400 0.0 0.0 0.0 0.084
H -6.118 -0.501 2.572 0.0 0.0 0.0 0.078
H -7.560 0.451 2.980 0.0 0.0 0.0 0.080
C 4.644 -0.428 -3.445 0.0 0.0 0.0 -0.062
C 3.511 -0.840 -2.625 0.4 0.1 -0.2 -0.232
N 2.633 -1.163 -1.966 -0.1 -0.1 0.0 0.178
H 4.750 -1.087 -4.304 0.0 0.0 0.0 0.082
H 4.489 0.591 -3.793 0.0 0.0 0.0 0.086
H 5.551 -0.460 -2.845 0.0 0.0 0.0 0.062
```
Forces are in eV/Å.

***

[3]
This record from the OMol25 dataset describes a structure of composition C4H9DyO3 in a non-equilibrium geometry. The level of theory is ωB97M-V/def2-TZVPD.

## Properties
⟨S²⟩: 12.02
E_LUMO (spin up / spin down) in eV: -3.80 / -4.73
Energy relative to the best compared isomer or geometry (same formula, charge and spin) in eV: 2.6966
Gap between HOMO and LUMO (spin up / spin down) in eV: 8.524 / 7.848
Charge: +1
Highest occupied orbital energy (spin up / spin down) in eV: -12.327 / -12.578
Multiplicity: 7

XYZ file:
```
17
Properties=species:S:1:pos:R:3:forces:R:3:lowdin_charge:R:1
H 0.325 1.109 1.859 -2.0 -1.2 1.6 0.146
C -1.232 0.082 -2.194 0.2 0.2 -0.6 -0.044
O -0.381 -0.507 -1.210 -0.5 -2.5 1.6 -0.391
C 0.977 -0.329 -1.363 -0.3 3.8 -1.5 -0.176
C 1.643 0.436 -0.457 1.7 -2.3 -0.6 0.067
H -2.254 -0.024 -1.816 0.2 0.0 -0.2 0.090
H -1.008 1.150 -2.311 0.0 -0.2 0.1 0.117
H -1.089 -0.437 -3.151 -0.2 0.2 0.2 0.111
H 1.266 -0.301 -2.419 -0.2 0.1 0.1 0.129
H 1.208 -0.848 2.020 -3.6 0.0 1.9 0.152
H 1.861 -0.098 0.469 -1.0 1.4 0.9 0.049
H 2.479 1.035 -0.817 0.3 -0.7 0.0 0.079
O 0.214 -0.906 2.429 3.9 -1.6 -2.0 -0.282
C -0.430 0.386 2.523 1.8 2.6 -0.8 -0.506
O -1.666 0.240 2.046 -0.3 -1.3 -1.3 -0.405
Dy -1.506 -1.670 0.803 0.1 1.7 1.0 1.740
H -0.406 0.682 3.589 0.1 0.0 -0.5 0.124
```
Forces are in eV/Å.

***

[4]
This record from the OMol25 dataset describes the molecule C4H3I in a non-equilibrium geometry. The level of theory is ωB97M-V/def2-TZVPD.

## Properties
E_LUMO (spin up / spin down) in eV: -0.57 / -0.58
Energy relative to the best compared isomer or geometry (same formula, charge and spin) in eV: 3.2542
Gap between HOMO and LUMO (spin up / spin down) in eV: 8.252 / 8.243
Highest occupied orbital energy (spin up / spin down) in eV: -8.820 / -8.821

XYZ file:
```
8
Properties=species:S:1:pos:R:3:forces:R:3:lowdin_charge:R:1
C -1.408 -0.411 -0.020 2.2 2.4 0.1 0.169
C -0.202 -0.936 0.010 -0.2 -0.6 -0.1 -0.258
C 0.102 1.345 0.003 -2.0 -2.2 -0.1 0.069
C 0.718 0.191 0.000 1.3 0.1 0.1 -0.835
I 2.880 -0.068 0.003 -0.6 0.1 0.0 0.676
H -2.461 -0.532 -0.015 -0.5 -0.2 0.0 0.044
H 0.086 -1.982 0.025 -0.1 0.0 0.0 0.094
H 0.286 2.393 -0.006 0.0 0.4 0.0 0.041
```
Forces are in eV/Å.